1.
Entry from OMol25: C32H69F9MgNO25S2 as an isolated structure in a non-equilibrium geometry (ωB97M-V/def2-TZVPD).

CARTESIAN COORDINATES (ANGSTROEM)
Mg (5.93445, 21.10988, -0.88311)
C (5.76880, 22.43607, -5.71946)
F (5.59293, 22.44004, -7.09962)
F (7.04270, 22.72073, -5.40328)
F (4.93775, 23.30168, -5.09640)
S (5.38965, 20.65462, -5.08183)
O (4.59557, 20.01084, -6.15207)
O (6.66254, 20.00341, -4.82081)
N (4.57937, 20.86244, -3.49684)
S (3.08005, 21.10765, -3.91953)
O (2.31861, 21.73197, -2.83785)
O (2.78062, 21.73029, -5.20863)
C (2.43578, 19.28299, -4.04619)
F (1.78937, 19.10078, -5.20509)
F (3.52401, 18.46444, -4.08434)
F (1.64675, 19.07584, -2.96270)
C (8.25686, 24.45023, -12.31057)
C (8.25442, 24.40437, -13.81466)
O (9.55283, 24.82845, -14.17208)
C (10.19139, 25.37076, -13.02298)
O (11.19351, 26.02243, -13.02104)
O (9.43543, 25.03576, -11.90861)
F (7.33197, 25.16244, -14.35853)
H (8.12694, 23.42130, -11.97511)
H (7.36993, 24.96517, -11.94139)
H (8.04340, 23.40127, -14.18529)
C (10.65146, 26.51246, -7.54382)
C (11.50547, 25.37153, -7.09108)
O (11.57456, 25.53740, -5.70159)
C (11.39368, 26.77670, -5.39327)
O (11.27532, 27.17225, -4.21845)
O (11.00857, 27.43299, -6.56552)
F (12.65974, 25.40762, -7.74050)
H (9.60125, 26.22070, -7.55077)
H (10.94177, 26.92630, -8.50951)
H (11.05230, 24.44573, -7.44552)
C (-3.48149, 20.63118, 2.31832)
C (-2.44968, 21.07092, 1.29926)
O (-2.86161, 22.34203, 0.87919)
C (-4.14496, 22.49951, 1.20257)
O (-4.91225, 23.33645, 0.66750)
O (-4.57929, 21.41931, 1.88122)
F (-2.49176, 20.21523, 0.30265)
H (-3.16603, 20.98479, 3.29992)
H (-3.63023, 19.55664, 2.42488)
H (-1.43584, 21.14927, 1.69180)
C (2.17200, 20.61504, -11.10334)
C (1.33100, 21.46762, -11.99224)
C (0.26696, 20.55437, -12.57031)
O (0.08566, 19.53127, -11.54553)
C (1.15447, 19.57549, -10.53484)
H (2.75570, 21.11349, -10.32943)
H (2.87567, 20.13971, -11.78672)
H (1.92135, 22.04270, -12.70559)
H (0.83278, 22.26999, -11.44811)
H (0.69481, 20.02551, -13.42199)
H (-0.59137, 21.14922, -12.88262)
H (1.54310, 18.55721, -10.54738)
H (0.70250, 19.82750, -9.57550)
C (-2.66903, 23.16982, -5.94191)
C (-3.23521, 22.92884, -7.37615)
C (-4.66189, 23.47619, -7.23990)
O (-4.76038, 24.09818, -5.93837)
C (-3.93407, 23.38695, -5.07878)
H (-2.07574, 24.07819, -6.04669)
H (-2.06390, 22.34160, -5.57319)
H (-3.31939, 21.85141, -7.51809)
H (-2.74877, 23.44393, -8.20449)
H (-5.36194, 22.65956, -7.41638)
H (-4.94488, 24.19227, -8.01142)
H (-4.30515, 22.39312, -4.82837)
H (-3.84037, 23.96924, -4.16212)
C (-5.31799, 18.22592, -2.87903)
C (-4.33812, 17.91105, -3.99606)
C (-3.71105, 16.54459, -3.71865)
O (-4.31232, 16.17206, -2.45230)
C (-5.58039, 16.83533, -2.30045)
H (-6.21494, 18.71956, -3.25304)
H (-4.84393, 18.96385, -2.23185)
H (-3.54879, 18.66270, -4.00526)
H (-4.78538, 17.94502, -4.98949)
H (-2.62538, 16.51799, -3.62528)
H (-4.00568, 15.80553, -4.46370)
H (-5.88418, 16.77784, -1.25521)
H (-6.39329, 16.35493, -2.84497)
C (5.57676, 25.31913, -1.03110)
O (5.05448, 24.05753, -0.62930)
H (6.32154, 25.75852, -0.36752)
H (6.09438, 25.13113, -1.97176)
H (4.78795, 26.03609, -1.25882)
H (4.42671, 24.28224, 0.06136)
C (9.72822, 23.07049, -1.49985)
O (8.73019, 22.10561, -1.81720)
H (10.73710, 22.70706, -1.69524)
H (9.65658, 23.89480, -2.20942)
H (9.75543, 23.41237, -0.46522)
H (9.13533, 21.55954, -2.49490)
C (3.02926, 18.97170, 1.57309)
O (3.60535, 20.11806, 0.97127)
H (3.55249, 18.82665, 2.51823)
H (2.02724, 19.16798, 1.95459)
H (2.98995, 18.01230, 1.05725)
H (3.19849, 20.85823, 1.42756)
C (0.65567, 26.14926, -1.71708)
O (0.87665, 26.14071, -0.30888)
H (0.76472, 27.19022, -2.02142)
H (1.36709, 25.55105, -2.28639)
H (-0.35570, 25.85978, -2.00246)
H (0.94405, 25.25060, 0.04434)
C (6.55190, 17.10434, -10.72742)
O (7.12279, 18.24655, -11.19867)
H (5.85510, 17.42092, -9.95131)
H (6.10880, 16.51277, -11.52854)
H (7.34450, 16.50618, -10.27789)
H (7.61376, 18.06650, -12.00374)
C (-0.13942, 14.76000, 0.09518)
O (-0.71315, 15.73531, 0.94965)
H (0.30113, 13.90864, 0.61403)
H (-0.81733, 14.31345, -0.63224)
H (0.46344, 15.36129, -0.58534)
H (-1.55513, 15.95893, 0.54633)
C (8.58506, 17.76464, -1.05042)
O (7.34101, 18.23141, -0.58591)
H (9.44837, 18.42516, -0.96974)
H (8.98263, 17.04906, -0.33071)
H (8.52604, 17.27981, -2.02487)
H (6.86344, 17.43303, -0.34898)
C (5.35906, 13.81685, -5.70675)
O (6.12340, 12.70087, -5.95574)
H (4.31504, 13.71153, -5.41174)
H (5.80200, 14.44255, -4.93190)
H (5.29519, 14.46143, -6.58341)
H (5.87882, 12.23558, -6.75904)
C (10.74259, 19.74902, -9.30799)
O (9.62587, 20.62529, -9.18063)
H (10.87485, 19.48388, -10.35695)
H (11.66127, 20.19211, -8.92355)
H (10.58782, 18.88839, -8.65724)
H (8.88975, 20.14346, -9.56476)

Atomic forces in eV per Å
Mg -0.7 0.0 -1.7
C -0.8 -0.2 -0.8
F 0.4 0.3 3.0
F -1.0 0.0 -0.5
F 1.3 -0.5 -1.1
S 0.3 -2.6 -1.6
O 1.3 1.6 2.7
O -0.8 1.2 0.6
N 2.7 0.3 -2.0
S -5.3 1.7 -0.1
O 1.5 -1.2 -0.1
O 1.3 -1.1 1.5
C 0.6 0.9 -0.7
F 0.0 0.1 1.4
F -1.3 0.1 0.8
F 0.9 -0.5 -1.3
C -1.9 -1.2 0.1
C 1.4 -1.6 0.2
O 0.5 0.7 1.4
C -0.2 0.2 -0.4
O -1.5 -1.3 0.0
O 1.8 1.0 -0.7
F -1.3 1.8 -0.9
H 0.6 -0.1 0.4
H 0.2 0.4 0.0
H 0.5 -0.1 -0.2
C 0.5 -0.1 -0.2
C -2.1 -1.3 -2.0
O 1.6 -3.2 -0.8
C -3.2 3.3 2.9
O 1.1 -0.7 -4.3
O 0.1 2.1 2.7
F 2.3 0.3 0.2
H -0.2 0.4 0.3
H 0.0 -0.3 0.0
H -0.1 -0.5 1.2
C 0.8 1.4 0.7
C 0.6 0.2 1.9
O 1.0 0.2 0.3
C -4.5 1.8 -3.7
O 3.3 -2.8 2.8
O -1.0 0.0 0.8
F 0.3 -1.1 -2.2
H -0.1 0.1 0.2
H -0.5 0.2 -0.7
H 0.1 0.0 -0.2
C 0.0 -1.2 0.4
C -0.6 1.9 0.2
C 1.8 -0.8 0.5
O -0.4 0.9 0.1
C -0.3 0.3 -2.0
H -0.2 0.2 0.0
H 0.2 -0.5 0.3
H 0.0 -0.4 -0.4
H -0.2 -0.1 0.4
H -0.3 0.0 -0.4
H -0.5 -0.6 0.4
H 0.2 0.1 0.4
H 0.2 0.1 0.0
C 0.3 0.4 -0.4
C -0.8 -0.3 1.1
C -0.3 0.3 -0.1
O -1.2 -0.1 -1.3
C 1.2 -0.2 -0.6
H 0.1 0.0 0.7
H 0.2 0.1 -0.1
H 0.3 0.1 -0.5
H 0.5 -0.3 0.3
H -0.4 -0.2 0.7
H 0.3 0.4 0.3
H -0.5 -0.2 0.1
H 0.3 -0.1 -0.1
C -0.3 0.1 -0.1
C 1.1 0.7 -1.1
C -1.5 -0.2 0.9
O 0.0 -0.4 0.2
C 0.7 0.4 0.0
H -0.1 -0.2 0.0
H -0.1 -0.4 0.6
H 0.0 0.1 -0.1
H -0.1 -0.1 0.0
H -0.1 0.2 0.2
H 0.0 0.0 -0.2
H 0.4 0.2 0.1
H 0.1 -0.3 -0.4
C 0.9 0.4 -1.5
O 0.0 -0.7 0.7
H -0.2 -0.2 0.4
H 0.0 0.1 0.0
H -0.1 -0.1 0.3
H -0.3 -0.4 0.2
C 1.2 1.0 -0.6
O -0.7 -0.6 0.6
H 0.0 -0.6 0.1
H -0.4 0.4 0.4
H -0.7 -0.2 -0.1
H -0.3 -0.3 -0.2
C -0.4 -0.7 2.4
O 0.6 0.5 -1.3
H 0.4 -0.5 0.0
H -0.3 0.2 -0.7
H 0.4 0.6 -0.8
H 0.0 0.2 -0.2
C -0.1 0.4 -0.1
O 0.2 0.1 0.0
H 0.1 0.0 0.0
H 0.1 -0.1 0.1
H -0.1 -0.2 0.2
H -0.2 -0.1 -0.3
C 0.0 -1.4 0.8
O 0.9 2.5 -1.1
H -0.3 -0.4 -0.2
H -0.5 -0.1 0.2
H -0.2 -0.5 0.4
H 0.0 0.0 0.0
C -0.2 0.5 -1.3
O -0.6 -0.4 0.4
H 0.5 0.5 0.2
H -0.7 -0.1 0.4
H 1.2 -0.7 0.1
H -0.2 0.2 0.2
C 1.8 -1.3 0.4
O -0.6 1.2 0.1
H -0.7 1.1 -0.5
H -0.4 -0.7 0.0
H 0.0 0.3 -0.1
H -0.4 0.1 0.1
C -0.8 1.9 -0.5
O 0.7 -1.1 0.5
H -0.2 -0.9 0.2
H 0.4 -0.3 0.1
H 0.1 0.2 -0.3
H -0.3 0.2 0.0
C -0.2 -0.1 0.4
O 0.4 0.2 0.1
H 0.2 -0.3 0.1
H -0.2 0.5 -0.2
H 0.0 -0.4 -0.3
H -0.3 0.1 0.0

## Properties
Maximum force   0.1181 Eh/bohr
Gap between HOMO and LUMO   3.01 eV
Charge   +1

=====

2.
Entry from OMol25: a 4-piece molecular cluster, C32H72BrF8O19P6 overall in a non-equilibrium geometry (ωB97M-V/def2-TZVPD).

CARTESIAN COORDINATES (ANGSTROEM)
C (0.63905, -4.33028, -2.51423)
C (0.43334, -3.84044, -3.96423)
C (0.85235, -2.38133, -4.17235)
C (0.12057, -1.37650, -3.26043)
C (-0.91031, -0.52366, -4.00032)
C (-1.48285, 0.78539, -3.44365)
P (-1.84848, 1.14174, -1.59949)
O (-0.37380, 0.39295, -1.04943)
C (-3.40473, 2.19827, -2.06629)
C (-4.68684, 1.46899, -2.40945)
O (-5.60270, 2.51877, -2.93737)
C (-6.52907, 2.03015, -3.83954)
C (-7.68778, 1.20917, -3.19639)
F (-8.86181, 1.65374, -3.73164)
F (-7.74031, 1.53474, -1.89017)
C (-7.59972, -0.31947, -3.36034)
F (-7.25162, -0.57656, -4.64378)
F (-6.65064, -0.85108, -2.60121)
C (-8.89861, -1.13602, -3.11459)
F (-8.58775, -2.40852, -3.44016)
F (-9.88657, -0.78594, -3.95793)
C (-9.47773, -1.14515, -1.66968)
F (-8.61725, -0.71085, -0.74491)
F (-9.78879, -2.43062, -1.35061)
C (-2.26498, 1.56654, 0.24878)
O (-1.40024, 0.98228, 1.20600)
O (-1.89847, 1.43841, 2.48940)
P (-3.10808, -0.81222, -1.27869)
O (-2.86073, -1.65975, 0.17088)
O (-3.53932, -1.78767, -2.58271)
P (-0.42845, 2.99577, -1.75649)
O (0.49895, 2.96160, -0.37603)
Br (-1.55209, 4.96866, -1.53970)
H (1.24846, -3.62702, -1.94608)
H (1.07002, -5.32940, -2.47548)
H (-0.32889, -4.36929, -2.00917)
H (1.09316, -4.44767, -4.59243)
H (-0.59606, -3.99530, -4.29417)
H (0.73094, -2.12144, -5.22878)
H (1.92520, -2.31108, -3.96868)
H (0.87162, -0.72619, -2.81332)
H (-0.35859, -1.91763, -2.43946)
H (-0.43008, -0.27332, -4.95834)
H (-1.71627, -1.18487, -4.34059)
H (-2.43624, 0.95785, -3.95656)
H (-0.86965, 1.61521, -3.81024)
H (-0.52212, -0.54401, -0.89399)
H (-3.14680, 2.77036, -2.95964)
H (-3.66286, 2.85362, -1.23641)
H (-4.60472, 0.74152, -3.22043)
H (-5.21322, 1.08443, -1.54417)
H (-6.06192, 1.48839, -4.66947)
H (-7.01944, 2.90210, -4.28061)
H (-10.42226, -0.60031, -1.62543)
H (-2.22722, 2.65255, 0.39274)
H (-3.27926, 1.20398, 0.47178)
H (-1.54581, 0.78633, 3.10708)
H (-3.13987, -2.57831, 0.07348)
H (-3.09724, -2.64703, -2.66957)
H (0.37723, 3.81085, 0.07004)
O (-5.37803, -3.67264, 5.75752)
P (-5.33509, -4.88775, 4.92978)
O (-4.66998, -6.08542, 5.77561)
C (-5.34224, -6.57538, 6.93748)
C (-6.52301, -7.46558, 6.59146)
O (-4.14775, -4.62690, 3.86393)
C (-3.61542, -3.31522, 3.64038)
C (-2.32702, -3.11635, 4.40745)
O (-6.19342, -5.78216, 3.90853)
C (-7.27272, -5.15530, 3.16912)
C (-6.76768, -4.19907, 2.10657)
H (-5.65869, -5.73646, 7.56394)
H (-4.60207, -7.14582, 7.49754)
H (-7.32081, -6.89539, 6.11260)
H (-6.92937, -7.92800, 7.49211)
H (-6.22115, -8.24723, 5.89467)
H (-4.34624, -2.54840, 3.89395)
H (-3.42303, -3.23238, 2.57013)
H (-2.46602, -3.32444, 5.46891)
H (-1.96512, -2.09460, 4.28994)
H (-1.56044, -3.80083, 4.04134)
H (-7.94280, -4.64358, 3.86388)
H (-7.83371, -5.96715, 2.70973)
H (-6.32339, -3.30731, 2.55230)
H (-7.58787, -3.87660, 1.46485)
H (-6.00098, -4.67380, 1.49564)
O (3.42690, 6.21667, -1.28142)
P (4.88210, 6.11172, -1.45264)
O (5.23120, 5.94740, -3.01432)
C (4.92983, 7.01800, -3.91193)
C (5.92235, 8.16263, -3.80247)
O (5.26083, 4.62760, -0.93968)
C (4.33963, 3.84109, -0.16624)
C (3.62362, 2.83909, -1.04169)
O (6.28991, 6.74194, -0.97699)
C (6.34843, 7.41779, 0.29842)
C (6.23474, 6.45636, 1.46592)
H (3.90930, 7.37018, -3.73856)
H (4.96658, 6.59226, -4.91383)
H (5.83851, 8.66759, -2.83844)
H (5.74431, 8.89845, -4.58797)
H (6.94420, 7.79240, -3.88586)
H (3.63183, 4.47762, 0.36497)
H (4.92680, 3.31236, 0.58868)
H (3.13150, 3.31662, -1.88862)
H (2.87386, 2.29336, -0.47146)
H (4.34205, 2.12433, -1.45171)
H (5.56636, 8.17963, 0.34703)
H (7.30867, 7.93090, 0.32552)
H (5.23017, 6.03601, 1.53683)
H (6.44882, 6.97151, 2.40313)
H (6.92718, 5.62375, 1.34825)
O (7.11653, 1.00373, 2.52338)
P (7.54048, -0.23638, 1.85447)
O (7.04911, -0.23360, 0.33298)
C (7.57641, 0.74025, -0.57789)
C (8.98462, 0.39360, -1.02711)
O (6.54957, -1.37886, 2.44216)
C (5.74844, -1.14662, 3.60170)
C (4.33121, -0.78064, 3.21474)
O (8.78091, -1.25126, 1.69999)
C (9.78481, -1.29097, 2.73770)
C (9.26714, -1.91973, 4.01670)
H (7.54336, 1.73267, -0.12084)
H (6.91035, 0.75237, -1.43848)
H (9.69370, 0.46708, -0.19978)
H (9.31065, 1.07268, -1.81554)
H (9.02637, -0.63056, -1.39754)
H (6.19148, -0.37728, 4.23503)
H (5.74920, -2.07708, 4.17465)
H (4.31658, 0.06814, 2.53171)
H (3.74122, -0.53189, 4.09808)
H (3.85208, -1.61488, 2.70139)
H (10.15873, -0.28167, 2.92609)
H (10.61025, -1.87740, 2.33777)
H (8.53497, -1.27505, 4.50650)
H (10.08727, -2.08639, 4.71596)
H (8.77632, -2.86915, 3.80655)

Atomic forces in eV per Å
C -0.7 0.3 -0.2
C 0.8 -0.1 0.0
C -0.2 -0.1 0.2
C 0.3 0.3 0.0
C 0.1 -0.4 -0.9
C -0.4 0.1 -0.1
P 1.5 0.2 0.9
O 0.3 0.5 -0.5
C -0.4 -1.1 0.0
C -0.8 1.3 -0.3
O 0.2 -0.4 -0.1
C 0.0 0.4 -0.2
C 0.8 1.0 0.1
F -0.2 -0.4 -0.3
F -0.2 -0.4 0.3
C -0.5 -0.1 -0.4
F -0.2 0.2 -0.4
F 0.3 0.1 0.5
C 0.2 -0.6 0.3
F 0.3 -0.2 0.0
F -0.2 0.4 -0.1
C -0.6 -0.4 0.0
F 0.2 0.2 0.0
F 0.0 -0.1 0.0
C -0.4 -0.5 0.5
O 0.4 -0.3 -0.1
O -0.4 0.4 0.2
P -3.2 1.6 0.4
O 0.9 -0.9 -0.6
O 0.6 -1.0 0.5
P 1.1 -0.5 -1.0
O -0.7 0.6 0.2
Br -0.2 0.0 0.4
H 0.2 -0.1 0.0
H 0.1 0.0 0.0
H 0.1 -0.1 0.2
H -0.3 0.0 -0.2
H 0.0 -0.1 0.0
H -0.1 0.1 0.0
H 0.0 -0.1 0.0
H -0.2 0.1 0.1
H 0.0 0.0 0.0
H 0.0 0.2 0.1
H -0.1 0.0 0.4
H 0.0 -0.2 0.0
H 0.2 0.0 0.2
H -0.1 0.0 0.1
H 0.1 0.2 0.2
H 0.3 0.3 -0.1
H 0.2 -0.3 0.3
H 0.3 -0.5 0.0
H -0.1 -0.3 0.1
H -0.1 -0.1 0.0
H 0.2 0.4 -0.1
H -0.1 0.0 -0.3
H -0.1 0.2 -0.1
H 0.1 -0.2 -0.3
H -0.1 0.0 0.1
H 0.4 0.2 -0.3
H 0.2 -0.1 0.2
O -2.6 -0.1 0.0
P 5.2 -0.9 -1.2
O -0.6 0.0 -0.1
C -0.1 -0.1 0.2
C -0.1 0.1 -0.1
O -0.4 0.0 0.0
C 0.3 0.2 0.0
C 0.1 -0.2 0.1
O -1.8 1.1 1.2
C -0.1 0.1 -0.3
C 0.2 0.1 0.1
H 0.0 0.0 0.0
H 0.1 0.1 -0.1
H 0.0 0.0 0.0
H 0.0 0.0 0.0
H 0.0 0.0 0.0
H 0.0 -0.1 0.1
H 0.0 -0.1 0.0
H -0.1 0.1 0.0
H 0.0 0.0 0.0
H 0.0 0.0 0.0
H 0.0 0.0 0.0
H 0.1 -0.1 0.1
H 0.0 0.0 0.0
H 0.0 0.0 0.0
H -0.1 -0.1 0.0
O 0.3 2.5 0.9
P 1.1 -5.1 -1.6
O 0.1 0.6 0.4
C -0.1 0.2 -0.2
C 0.0 0.0 0.2
O 0.1 0.3 0.3
C -0.2 -0.4 -0.1
C 0.2 -0.2 -0.2
O -1.4 1.9 0.4
C 0.1 0.0 0.3
C -0.1 -0.1 -0.1
H 0.0 -0.1 0.0
H 0.0 -0.1 0.1
H 0.0 0.0 0.0
H 0.0 0.0 0.0
H 0.0 0.0 -0.1
H 0.0 0.1 -0.2
H 0.2 0.1 -0.1
H -0.1 0.1 0.1
H 0.0 0.0 0.0
H 0.0 0.0 0.1
H 0.0 0.0 0.0
H 0.0 0.0 -0.2
H 0.0 0.0 0.0
H 0.0 0.0 0.0
H 0.1 0.0 0.0
O 2.6 0.7 0.3
P -4.5 -2.9 -1.0
O 0.6 0.1 0.1
C 0.2 0.2 -0.3
C 0.1 -0.1 0.2
O 0.4 0.0 0.1
C -0.4 0.0 0.1
C 0.0 -0.1 -0.1
O 1.2 2.0 0.6
C 0.1 -0.1 0.2
C -0.2 0.1 0.0
H -0.1 0.0 0.0
H -0.1 -0.1 0.1
H 0.0 0.0 0.0
H 0.0 0.0 0.0
H 0.0 0.0 -0.1
H 0.0 0.1 -0.1
H 0.1 -0.1 -0.1
H 0.1 0.1 0.1
H 0.0 0.0 0.0
H 0.0 0.0 0.0
H 0.0 0.0 0.0
H -0.1 0.0 -0.1
H 0.0 0.0 0.0
H 0.0 0.0 0.0
H 0.1 0.0 0.0

## Properties
Maximum force   0.1062 Eh/bohr
Gap between HOMO and LUMO   4.83 eV
Charge   -1

=====

For each record above, in turn, the calculated calculated total energy values are -5091.0166; -8113.2316 hartree.